Record 1
Formula: C36H32BF4P2Pr
Source: the Open Molecules 2025 dataset
Level of theory: ωB97M-V/def2-TZVPD

Results
LUMO (alpha / beta)   -0.27006 / -0.25537 Ha
<S²>   2.01
Frontier orbital gap (alpha / beta)   6.7 / 7.1 eV
Spin multiplicity   3
ΔE to the lowest compared entry with this formula, charge and spin   0.0000 eV
E_HOMO (alpha / beta)   -14.1 / -14.1 eV
Charge   +2

Each line ends with the Löwdin spin population.
Positions of all 76 atoms, in Å:
1 C -2.271 -0.645 -0.813  0.00
2 C -1.945 0.331 0.142  0.00
3 C -2.438 1.633 -0.032  0.00
4 C -3.221 1.956 -1.138  0.00
5 C -3.538 0.975 -2.080  0.00
6 C -3.045 -0.321 -1.926  0.00
7 P -0.784 -0.074 1.517  -0.01
8 C -1.314 1.126 2.807  0.00
9 C -0.494 2.224 3.143  0.00
10 C -0.933 3.124 4.120  0.00
11 C -2.192 2.979 4.709  0.00
12 C -3.015 1.907 4.346  0.00
13 C -2.564 0.961 3.421  0.00
14 Pr 2.170 0.633 1.383  2.05
15 P 1.291 0.004 -1.110  -0.01
16 C 0.617 1.496 -1.909  0.00
17 C -0.098 1.396 -3.113  0.00
18 C -0.660 2.540 -3.681  0.00
19 C -0.574 3.776 -3.028  0.00
20 C 0.114 3.878 -1.814  0.00
21 C 0.745 2.754 -1.277  0.00
22 C 3.123 0.323 -1.034  0.00
23 C 3.940 -0.502 -0.180  0.00
24 C 5.341 -0.331 -0.211  0.00
25 C 5.911 0.654 -1.009  0.00
26 C 5.106 1.500 -1.779  0.00
27 C 3.726 1.338 -1.807  0.00
28 C 1.017 -1.538 -1.987  0.00
29 C 0.535 -2.687 -1.325  0.00
30 C 0.352 -3.872 -2.034  0.00
31 C 0.690 -3.937 -3.391  0.00
32 C 1.227 -2.814 -4.030  0.00
33 C 1.398 -1.617 -3.331  0.00
34 C -1.442 -1.691 2.102  0.00
35 C -2.770 -2.099 1.890  0.00
36 C -3.212 -3.348 2.345  0.00
37 C -2.354 -4.191 3.056  0.00
38 C -1.041 -3.776 3.305  0.00
39 C -0.590 -2.538 2.844  0.00
40 H 3.512 -1.378 0.350  0.00
41 H 5.974 -1.005 0.374  0.00
42 H 6.999 0.759 -1.057  0.00
43 H 5.578 2.271 -2.393  0.00
44 H 3.091 1.964 -2.436  0.00
45 H -0.217 0.421 -3.582  0.00
46 H -1.195 2.471 -4.628  0.00
47 H -1.041 4.664 -3.459  0.00
48 H 0.160 4.839 -1.289  0.00
49 H 1.346 2.872 -0.361  0.00
50 H 0.314 -2.640 -0.255  0.00
51 H -0.058 -4.751 -1.535  0.00
52 H 0.543 -4.869 -3.943  0.00
53 H 1.507 -2.862 -5.081  0.00
54 H 1.831 -0.742 -3.816  0.00
55 H -3.468 -1.451 1.362  0.00
56 H -4.237 -3.657 2.139  0.00
57 H -2.702 -5.162 3.413  0.00
58 H -0.372 -4.433 3.863  0.00
59 H 0.436 -2.225 3.053  0.00
60 H 0.471 2.424 2.633  0.00
61 H -0.284 3.952 4.406  0.00
62 H -2.528 3.701 5.455  0.00
63 H -4.009 1.804 4.780  0.00
64 H -3.181 0.099 3.167  0.00
65 H -2.215 2.395 0.716  0.00
66 H -3.579 2.978 -1.276  0.00
67 H -4.150 1.222 -2.946  0.00
68 H -3.270 -1.078 -2.682  0.00
69 H -1.919 -1.669 -0.677  0.00
70 H -4.439 0.415 -4.830  0.00
71 H -4.358 -0.320 -4.689  0.00
72 F 2.700 -1.214 2.848  0.00
73 B 3.798 -0.539 3.708  0.00
74 F 3.796 0.881 3.186  0.00
75 F 3.380 -0.540 4.994  0.00
76 F 4.979 -1.125 3.395  0.00

---

Record 2
Formula: C36H32BrClN2O4P2Zn
Source: the Open Molecules 2025 dataset
Level of theory: ωB97M-V/def2-TZVPD

Results
LUMO   0.00521 Ha
Frontier orbital gap   7.4 eV
ΔE to the lowest compared entry with this formula, charge and spin   0.0000 eV
E_HOMO   -7.2 eV

Each line ends with the Mulliken charge.
Positions of all 79 atoms, in Å:
1 Zn -0.097 0.390 -1.041  0.74
2 C 2.451 1.915 0.600  -1.16
3 P 1.896 0.235 1.146  1.17
4 C 1.782 0.463 2.952  0.39
5 C 2.782 0.116 3.856  -0.70
6 C 2.624 0.377 5.209  -0.67
7 C 1.475 1.005 5.671  -0.63
8 C 0.480 1.369 4.776  -0.85
9 C 0.629 1.092 3.424  -0.53
10 C 3.325 -0.873 0.912  0.23
11 C 4.545 -0.469 0.376  -0.43
12 C 5.540 -1.401 0.101  -0.75
13 C 5.330 -2.745 0.364  -0.47
14 C 4.118 -3.160 0.904  -0.72
15 C 3.123 -2.233 1.167  -0.34
16 C 1.198 2.716 0.429  0.26
17 C 0.796 3.904 0.994  -1.06
18 C -0.531 4.145 0.534  -1.26
19 C -0.856 3.085 -0.281  0.25
20 C -2.117 2.753 -1.024  -1.13
21 P -2.443 0.961 -0.744  0.94
22 C -3.787 0.469 -1.860  0.73
23 C -4.690 -0.513 -1.454  -0.76
24 C -5.670 -0.967 -2.323  -0.66
25 C -5.754 -0.446 -3.606  -0.48
26 C -4.854 0.525 -4.018  -0.79
27 C -3.873 0.980 -3.151  -0.29
28 C -3.139 0.899 0.926  0.06
29 C -4.378 1.468 1.220  -0.40
30 C -4.857 1.455 2.518  -0.76
31 C -4.102 0.879 3.535  -0.63
32 C -2.867 0.318 3.253  -0.61
33 C -2.390 0.326 1.948  -0.04
34 N 0.195 2.211 -0.349  0.74
35 H 3.000 1.829 -0.341  0.52
36 H 3.108 2.363 1.347  0.47
37 H 3.685 -0.372 3.506  0.37
38 H 3.404 0.095 5.905  0.42
39 H 1.358 1.214 6.726  0.38
40 H -0.414 1.869 5.126  0.52
41 H -0.147 1.388 2.727  0.42
42 H 4.731 0.577 0.172  0.39
43 H 6.484 -1.070 -0.312  0.42
44 H 6.107 -3.468 0.152  0.39
45 H 3.946 -4.208 1.111  0.40
46 H 2.172 -2.567 1.569  0.45
47 H 1.378 4.521 1.660  0.46
48 H -1.164 4.985 0.772  0.48
49 H -2.015 2.912 -2.100  0.52
50 H -2.953 3.355 -0.664  0.43
51 H -4.635 -0.923 -0.453  0.41
52 H -6.366 -1.729 -1.997  0.40
53 H -6.518 -0.802 -4.286  0.39
54 H -4.901 0.923 -5.023  0.42
55 H -3.159 1.709 -3.510  0.21
56 H -4.971 1.914 0.429  0.48
57 H -5.819 1.897 2.741  0.42
58 H -4.479 0.874 4.549  0.40
59 H -2.273 -0.123 4.043  0.52
60 H -1.420 -0.102 1.725  0.34
61 C 3.752 -2.534 -3.430  -1.55
62 C 2.511 -2.631 -2.593  0.65
63 C 1.886 -3.830 -2.294  -0.67
64 C 0.723 -3.847 -1.541  -0.86
65 C 0.213 -2.641 -1.115  0.03
66 Br -1.347 -2.626 -0.044  -0.05
67 N 0.778 -1.475 -1.402  0.65
68 C 1.905 -1.479 -2.120  -0.22
69 H 4.143 -3.522 -3.668  0.39
70 H 4.532 -1.975 -2.909  0.32
71 H 3.530 -2.016 -4.363  0.32
72 H 2.307 -4.763 -2.649  0.43
73 H 0.221 -4.769 -1.289  0.49
74 H 2.331 -0.508 -2.339  0.48
75 O 0.767 -0.622 -4.859  -0.70
76 Cl -0.317 0.041 -4.189  1.85
77 O 0.272 0.899 -3.106  -0.70
78 O -1.039 0.900 -5.080  -0.67
79 O -1.190 -0.914 -3.544  -0.61